1.
12
Properties=species:S:1:pos:R:3:nbo_charge:R:1 method="wB97M-V/def2-TZVPD" total_charge=-1 relative_energy_kcal_mol=0.0 total_energy_ev=-23222.2229 homo_lumo_gap_ev=8.055
C -0.94 0.43 -0.02 -0.63
C 1.69 0.67 0.13 -0.63
C 0.16 -0.37 -0.01 0.54
C -2.27 -0.11 -0.05 0.76
O -2.35 -1.47 -0.07 -0.72
O -3.29 0.56 -0.05 -0.67
O 4.28 0.65 -0.05 -0.97
O 0.34 -1.58 -0.05 -0.72
S 3.05 -0.19 -0.10 1.12
H -0.85 1.50 0.04 0.22
H 1.62 1.74 0.27 0.21
H -1.44 -1.83 -0.05 0.50

2.
19
Properties=species:S:1:pos:R:3:nbo_charge:R:1 method="wB97M-V/def2-TZVPD" smiles=C[NH2+]CCCN total_charge=+1 relative_energy_kcal_mol=15.0 total_energy_ev=-7332.8347 homo_lumo_gap_ev=11.707
C -0.30 -0.93 -1.58 -0.24
C 0.96 -0.18 -1.22 -0.44
C 0.73 0.91 -0.16 -0.24
C -0.49 1.21 1.99 -0.42
N 0.26 0.28 1.09 -0.54
N -0.93 -1.54 -0.37 -0.86
H -1.07 -0.28 -2.01 0.20
H -0.14 -1.66 -2.36 0.22
H 1.40 0.28 -2.10 0.25
H 1.76 -0.86 -0.89 0.22
H 1.73 1.30 0.04 0.23
H 0.15 1.74 -0.55 0.24
H -1.38 1.56 1.49 0.23
H -0.79 0.69 2.89 0.23
H 0.16 2.05 2.21 0.23
H 1.05 -0.05 1.64 0.43
H -0.36 -0.52 0.80 0.47
H -0.80 -2.55 -0.41 0.40
H -1.93 -1.44 -0.51 0.39

3.
14
Properties=species:S:1:pos:R:3:nbo_charge:R:1 method="wB97M-V/def2-TZVPD" smiles="CN1CN=C[C@H]1F" total_charge=0 relative_energy_kcal_mol=24.6 total_energy_ev=-9957.7137 homo_lumo_gap_ev=10.291
C 0.23 -1.65 -1.43 0.07
C 1.04 -0.70 0.36 -0.08
C -0.94 -0.87 -0.85 0.28
C -0.51 1.12 0.70 -0.42
N 1.29 -1.66 -0.76 -0.34
N -0.30 -0.26 0.30 -0.47
F -1.94 -1.86 -0.57 -0.39
H 0.07 -2.20 -2.27 0.18
H 1.20 -1.25 1.39 0.20
H 1.69 0.14 0.13 0.19
H -1.44 -0.25 -1.51 0.17
H -0.68 1.90 -0.07 0.19
H -1.39 1.15 1.40 0.21
H 0.29 1.48 1.39 0.21

4.
17
Properties=species:S:1:pos:R:3:nbo_charge:R:1 method="wB97M-V/def2-TZVPD" total_charge=0 relative_energy_kcal_mol=76.1 total_energy_ev=-7861.2554 homo_lumo_gap_ev=10.308
C -2.99 0.05 -0.82 -0.25
C -0.73 -0.29 0.20 -0.30
O -2.15 0.41 0.25 -0.59
H -3.94 0.58 -0.68 0.19
H -3.19 -1.03 -0.85 0.16
H -2.55 0.35 -1.78 0.15
H -0.86 -1.32 -0.13 0.20
H -0.58 0.53 -0.54 0.24
H -0.43 -0.24 1.25 0.20
C 2.35 0.83 0.79 -0.69
C 1.92 -0.16 -0.25 0.15
N 1.89 -1.43 -0.15 -0.62
H 1.93 -1.75 0.82 0.32
H 1.91 0.23 -1.27 0.16
H 1.75 1.73 0.73 0.23
H 3.39 1.12 0.62 0.24
H 2.26 0.41 1.80 0.21

5.
28
Properties=species:S:1:pos:R:3:nbo_charge:R:1 method="wB97M-V/def2-TZVPD" total_charge=0 relative_energy_kcal_mol=134.5 total_energy_ev=-14614.9500 homo_lumo_gap_ev="7.794 / 7.792"
C -0.54 -0.13 2.77 -0.28
C -0.83 -1.05 1.78 -0.03
C 0.43 0.89 2.18 -0.31
C 0.49 -0.15 -1.43 -0.38
C 0.56 0.97 -0.38 0.05
C -0.37 -1.30 -0.76 0.37
C 1.78 1.89 -0.73 -0.60
C -0.70 1.75 -0.56 -0.67
C -0.17 -2.77 -1.23 -0.61
N -0.13 -1.34 0.64 -0.36
N 0.96 0.47 0.92 -0.23
O -1.72 -1.01 -1.07 -0.74
H -0.76 -0.20 3.84 0.23
H -1.48 -1.88 2.13 0.21
H -0.28 1.74 2.03 0.21
H 1.36 1.05 2.76 0.23
H -0.04 0.27 -2.35 0.24
H 1.47 -0.59 -1.62 0.22
H 1.79 2.11 -1.81 0.20
H 2.74 1.40 -0.45 0.24
H 1.46 2.87 -0.36 0.21
H -1.63 1.12 -0.58 0.26
H -0.80 2.33 -1.48 0.23
H -0.74 2.62 0.21 0.20
H -0.26 -2.89 -2.35 0.21
H -1.03 -3.28 -0.74 0.20
H 0.78 -3.30 -0.90 0.23
H -2.35 -1.60 -0.48 0.47

6.
22
Properties=species:S:1:pos:R:3:nbo_charge:R:1 method="wB97M-V/def2-TZVPD" total_charge=+1 relative_energy_kcal_mol=104.4 total_energy_ev=-43054.6584 homo_lumo_gap_ev="4.878 / 4.878"
C -1.10 -1.71 2.02 -0.22
O -0.44 -2.85 1.58 -0.51
C -0.99 -4.08 2.00 -0.08
C -0.15 -5.22 1.48 -0.08
O 1.12 -5.21 2.07 -0.53
C 1.98 -6.20 1.57 -0.25
H -0.44 -0.86 1.81 0.17
H -0.99 -1.63 3.12 0.17
H -2.01 -4.17 1.59 0.16
H -1.04 -4.10 3.10 0.19
H -0.07 -5.15 0.38 0.17
H -0.67 -6.17 1.71 0.18
H 2.13 -6.08 0.48 0.17
H 2.95 -6.10 2.07 0.21
H 1.57 -7.21 1.75 0.17
Yb -3.27 -0.45 0.13 1.08
O -3.22 -1.44 2.73 -0.77
H -3.93 -2.08 2.52 0.49
C -3.54 -0.56 3.82 -0.30
H -4.29 -1.10 4.41 0.21
H -2.56 -0.23 4.16 0.21
H -4.02 0.43 3.76 0.19

7.
63
Properties=species:S:1:pos:R:3:mulliken_spin:R:1 method="wB97M-V/def2-TZVPD" spin_multiplicity=2 s_squared=0.755 total_charge=0 relative_energy_kcal_mol=86.4 total_energy_ev=-86636.6200 homo_lumo_gap_ev="4.273 / 4.271"
P -0.42 -1.15 -5.57 0.04
P 0.23 1.83 -2.95 0.00
C 0.25 0.56 -5.76 0.03
C 1.01 1.22 -4.59 0.01
H -0.57 1.19 -6.13 0.01
H 0.93 0.52 -6.62 -0.01
H 1.87 0.59 -4.31 0.00
H 1.45 2.16 -4.99 0.00
C -0.68 3.20 -3.68 0.00
H -0.84 3.97 -2.91 0.00
H -1.63 2.88 -4.13 0.00
H -0.02 3.61 -4.47 0.00
C 1.80 2.78 -2.50 0.00
H 2.25 3.14 -3.45 0.00
H 2.53 2.11 -1.99 0.00
H 1.60 3.65 -1.89 0.00
C -1.91 -1.69 -6.75 0.14
H -1.89 -2.77 -6.88 -0.01
H -1.82 -1.26 -7.74 0.00
H -2.89 -1.42 -6.36 -0.01
C 0.57 -1.84 -7.17 0.01
H 1.64 -1.67 -7.05 0.00
H 0.24 -1.34 -8.08 0.00
H 0.36 -2.91 -7.29 0.00
Cu 0.44 2.08 -0.88 0.00
C -1.04 -0.35 -3.17 0.00
C -1.77 -0.75 -4.36 -0.01
C -2.61 -1.97 -3.93 0.03
C -1.70 -3.20 -3.90 0.01
C -0.48 -3.08 -4.78 0.67
C 0.70 -2.28 -4.63 0.01
C 1.10 -1.83 -3.27 0.10
C -0.03 -1.16 -2.48 -0.01
C 1.22 0.52 0.07 0.00
H -1.70 0.14 -2.43 0.00
H -2.35 0.04 -4.83 0.00
H -3.47 -2.14 -4.59 0.00
H -3.01 -1.79 -2.91 -0.01
H -1.43 -3.44 -2.86 0.02
H -2.30 -4.06 -4.25 0.01
H -0.44 -3.88 -5.54 -0.02
H 1.58 -2.64 -5.17 -0.01
H 1.96 -1.18 -3.31 0.00
H 1.44 -2.70 -2.68 0.01
H -0.52 -1.92 -1.86 0.00
H 0.47 -0.54 -1.73 0.00
H 1.66 0.87 1.02 0.00
H 1.93 0.00 -0.55 0.00
H 0.29 -0.07 0.25 0.00
C 0.70 3.42 0.78 0.00
C 0.54 2.86 2.10 0.00
C 1.65 2.62 2.98 0.00
C 1.53 1.75 4.06 0.00
C 0.30 1.16 4.36 0.00
C -0.83 1.48 3.59 0.00
C -0.71 2.36 2.51 0.00
H 1.67 3.85 0.55 0.00
H -0.17 3.93 0.35 0.00
H 2.59 3.13 2.77 0.00
H 2.40 1.53 4.68 0.00
H 0.21 0.44 5.18 0.00
H -1.80 1.03 3.84 0.00
H -1.59 2.64 1.94 0.00

8.
12
Properties=species:S:1:pos:R:3:nbo_charge:R:1 method="wB97M-V/def2-TZVPD" total_charge=0 relative_energy_kcal_mol=94.5 total_energy_ev=-19480.6459 homo_lumo_gap_ev="8.580 / 8.579"
C 0.82 -0.74 0.26 -0.52
C -0.18 0.04 0.04 0.24
C -1.57 0.06 -0.32 -0.73
C 0.55 2.39 0.19 0.11
F 1.93 2.33 -0.04 -0.38
Cl 0.29 2.57 1.96 -0.10
H 1.87 -0.35 0.34 0.25
H 0.69 -1.71 0.61 0.22
H -1.86 0.44 -1.31 0.25
H -2.00 -0.89 -0.19 0.23
H -1.90 0.79 0.40 0.25
H 0.20 3.29 -0.26 0.17

9.
43
Properties=species:S:1:pos:R:3:nbo_charge:R:1 method="wB97M-V/def2-TZVPD" smiles="CC[C@H](C)[C@H](N)C(=O)N[C@@H](CCCCN)C(=O)O" total_charge=0 relative_energy_kcal_mol=23.8 total_energy_ev=-23462.7293 homo_lumo_gap_ev=9.443
C -2.50 1.01 0.40 -0.12
C -1.42 0.39 -0.54 0.68
C -2.38 0.44 1.87 -0.20
C -3.29 1.37 2.68 -0.63
C -2.76 -1.04 2.05 -0.42
C -2.47 -1.55 3.48 -0.62
C 1.02 0.50 -0.96 -0.15
C 1.30 0.98 -2.44 0.77
C 1.21 -1.02 -0.74 -0.42
C 1.76 -1.27 0.63 -0.41
C 3.10 -0.70 1.08 -0.40
C 4.40 -1.23 0.37 -0.22
H -3.87 -0.20 -0.45 0.38
H -4.05 1.38 -0.78 0.36
H -2.26 2.06 0.45 0.19
H -1.31 0.49 2.08 0.19
H -3.00 2.41 2.67 0.20
H -4.34 1.28 2.25 0.24
H -3.42 1.07 3.74 0.21
H -2.14 -1.61 1.31 0.21
H -3.83 -1.14 1.76 0.21
H -3.36 -2.02 4.01 0.22
H -1.62 -2.24 3.48 0.21
H -2.10 -0.74 4.13 0.20
H -0.24 1.94 -0.01 0.41
H 1.86 1.07 -0.47 0.21
H 1.82 -1.40 -1.55 0.22
H 0.23 -1.57 -0.85 0.26
H 1.70 -2.37 0.80 0.21
H 0.95 -0.87 1.31 0.21
H 3.23 -0.91 2.19 0.22
H 3.07 0.42 0.97 0.19
H 5.26 -0.88 0.97 0.19
H 4.42 -2.35 0.31 0.20
H 5.01 0.08 -1.18 0.37
H 4.70 -1.47 -1.72 0.38
H 3.02 0.17 -2.26 0.50
N -3.82 0.74 -0.08 -0.84
N -0.24 1.00 -0.44 -0.62
N 4.42 -0.77 -1.07 -0.89
O -1.74 -0.51 -1.31 -0.63
O 0.52 1.58 -3.14 -0.57
O 2.45 0.58 -2.97 -0.69

10.
61
Properties=species:S:1:pos:R:3:mulliken_spin:R:1 method="wB97M-V/def2-TZVPD" spin_multiplicity=4 s_squared=3.758 total_charge=-1 total_energy_ev=-111073.7877 homo_lumo_gap_ev="2.542 / 7.464"
Ni 1.21 -2.66 1.80 1.78
O 0.59 -1.42 0.49 0.11
H 0.07 -0.75 0.01 0.01
O -0.15 -4.06 1.61 0.14
H -1.11 -3.96 1.73 -0.01
C 3.62 1.76 -0.91 0.00
C 3.62 0.52 -0.05 0.00
O 3.49 0.84 1.32 0.00
C 3.29 0.02 2.28 0.00
O 3.14 -1.20 2.21 -0.01
C 3.34 0.61 3.74 0.01
F 3.82 -0.14 4.69 0.00
F 4.10 1.72 3.81 0.00
F 2.16 0.93 4.12 0.00
H 2.68 2.27 -0.73 0.00
H 3.64 1.40 -1.94 0.00
H 4.49 2.34 -0.59 0.00
H 4.60 0.05 -0.16 0.00
H 2.80 -0.15 -0.30 0.00
C -1.86 -1.65 -2.05 0.02
C -1.31 -3.00 -1.80 0.00
O -0.09 -3.10 -2.46 0.00
C 0.89 -3.93 -2.01 0.00
O 0.74 -4.73 -1.05 0.00
C 2.27 -3.73 -2.63 0.00
F 3.16 -3.42 -1.73 0.00
F 2.59 -4.87 -3.22 0.00
F 2.33 -2.78 -3.50 0.00
H -2.23 -1.54 -3.07 0.00
H -1.06 -0.92 -1.89 0.00
H -2.74 -1.40 -1.45 0.00
H -2.05 -3.67 -2.24 0.00
H -1.27 -3.17 -0.72 0.01
C -2.21 5.33 -3.72 0.00
C -0.98 4.71 -3.07 0.00
O -1.21 4.03 -1.85 0.00
C -0.28 3.67 -0.98 0.02
O 0.91 4.04 -1.05 0.00
C -0.87 2.84 0.19 0.01
F -2.12 2.52 -0.06 0.00
F -0.15 1.67 0.40 0.01
F -0.90 3.54 1.33 0.00
H -2.31 6.34 -3.32 0.00
H -3.07 4.69 -3.56 0.00
H -2.13 5.41 -4.81 0.00
H -0.08 5.33 -3.10 0.00
H -0.59 3.97 -3.77 0.00
C -4.05 -2.28 1.51 0.01
C -2.58 -2.08 1.67 -0.05
O -2.45 -0.91 2.41 0.05
C -1.21 -0.53 2.91 0.53
O -0.26 -1.26 3.07 0.19
C -1.21 0.85 3.61 0.13
F -1.40 0.68 4.97 0.03
F -0.01 1.42 3.48 0.00
F -2.16 1.63 3.04 -0.01
H -4.47 -1.56 0.80 0.00
H -4.56 -2.16 2.47 0.00
H -4.21 -3.31 1.20 0.00
H -2.15 -1.89 0.69 0.02
H -2.07 -2.89 2.21 0.01

11.
69
Properties=species:S:1:pos:R:3:nbo_charge:R:1 method="wB97M-V/def2-TZVPD" total_charge=-1 total_energy_ev=-70442.1710 homo_lumo_gap_ev=6.138
Al 0.11 -0.91 0.50 1.16
Cl 0.35 0.49 -1.15 -0.60
P -0.52 -3.27 -0.24 0.95
C 0.53 -3.98 -1.59 -0.53
C -0.33 -4.37 1.23 -0.53
C -2.23 -3.45 -0.92 -0.53
C 1.88 -3.24 -1.72 -0.60
H -0.06 -3.75 -2.49 0.22
C 0.73 -5.50 -1.51 -0.62
H 1.13 -5.81 -0.54 0.20
H 1.46 -5.79 -2.29 0.20
H -0.19 -6.05 -1.71 0.20
H 1.73 -2.16 -1.85 0.25
H 2.41 -3.64 -2.59 0.19
H 2.52 -3.39 -0.84 0.21
H -2.12 -2.82 -1.82 0.23
C -3.35 -2.84 -0.07 -0.62
C -2.55 -4.89 -1.34 -0.61
H -1.93 -5.21 -2.18 0.20
H -3.60 -4.93 -1.66 0.20
H -2.44 -5.59 -0.50 0.20
H -3.09 -1.84 0.31 0.27
H -3.63 -3.47 0.79 0.19
H -4.24 -2.72 -0.71 0.19
C 1.10 -4.31 1.78 -0.61
H -0.54 -5.40 0.87 0.20
C -1.32 -4.01 2.34 -0.61
H 1.87 -4.51 1.03 0.21
H 1.20 -5.07 2.58 0.20
H 1.32 -3.32 2.22 0.24
H -1.20 -2.96 2.64 0.24
H -1.09 -4.65 3.21 0.20
H -2.36 -4.19 2.05 0.20
H 1.51 -1.69 0.56 -0.44
H -1.48 -0.99 0.61 -0.46
P 0.56 4.00 -0.36 0.71
C -0.74 4.48 -1.50 -0.49
C 0.36 4.39 1.40 -0.48
C 2.15 3.74 -1.17 -0.48
C -1.88 3.44 -1.40 -0.62
H -0.28 4.38 -2.50 0.23
C -1.21 5.94 -1.35 -0.61
H -1.51 6.18 -0.33 0.20
H -2.08 6.09 -2.01 0.19
H -0.43 6.64 -1.68 0.20
H -1.47 2.42 -1.42 0.26
H -2.54 3.57 -2.26 0.18
H -2.45 3.57 -0.47 0.20
H 1.84 3.28 -2.13 0.23
C 3.02 2.69 -0.45 -0.61
C 2.89 5.05 -1.49 -0.61
H 2.40 5.59 -2.31 0.20
H 3.91 4.82 -1.82 0.19
H 2.95 5.71 -0.62 0.20
H 2.42 1.83 -0.12 0.26
H 3.55 3.12 0.42 0.19
H 3.77 2.32 -1.16 0.20
C -0.99 3.86 1.92 -0.61
H 0.36 5.50 1.41 0.19
C 1.51 3.89 2.29 -0.60
H -1.84 4.38 1.46 0.19
H -1.04 4.02 3.00 0.21
H -1.09 2.78 1.74 0.24
H 1.53 2.79 2.32 0.23
H 1.32 4.23 3.32 0.21
H 2.49 4.27 1.99 0.20
S 0.42 1.03 4.73 -0.24
C 0.30 0.36 3.30 0.19
N 0.24 -0.11 2.20 -0.73

12.
136
Properties=species:S:1:pos:R:3:lowdin_charge:R:1 method="wB97M-V/def2-TZVPD" total_charge=+1 total_energy_ev=-87141.9145 homo_lumo_gap_ev=4.434
C 5.11 1.73 -0.42 0.03
C 5.36 3.18 -0.71 -0.53
O 6.45 3.70 -0.80 0.10
O 4.22 3.91 -0.84 -0.02
C 4.44 5.33 -0.93 -0.14
C 4.96 5.93 0.38 -0.14
C 4.00 6.94 1.05 -0.15
C 3.53 6.50 2.45 -0.15
C 2.64 5.30 2.32 -0.19
C 1.38 5.45 1.79 0.08
C 0.57 4.33 1.59 -0.15
C -0.81 4.34 1.01 -0.09
C -0.95 5.33 -0.16 -0.23
O 0.10 5.14 -1.09 -0.04
N 1.08 3.16 1.94 0.11
N 2.26 2.94 2.49 0.07
C 3.03 3.98 2.68 -0.67
I 4.86 3.51 3.55 1.13
H 4.21 1.37 -0.92 0.09
H 5.98 1.16 -0.72 0.10
H 4.97 1.61 0.66 0.06
H 5.12 5.54 -1.75 0.13
H 3.46 5.73 -1.21 0.11
H 5.92 6.41 0.21 0.10
H 5.14 5.11 1.08 0.06
H 3.10 7.03 0.42 0.10
H 4.42 7.94 1.10 0.12
H 2.93 7.31 2.87 0.13
H 4.38 6.29 3.10 0.08
H 1.01 6.43 1.53 0.15
H -1.51 4.64 1.80 0.14
H -1.07 3.34 0.66 0.11
H -1.89 5.12 -0.67 0.12
H -1.01 6.36 0.20 0.13
H 0.66 5.92 -1.14 0.09
H 0.53 2.32 1.79 0.19
N -3.96 2.76 0.55 0.00
C -4.68 2.01 1.44 -0.12
C -4.59 0.70 1.03 -0.11
C -3.79 0.67 -0.14 -0.09
C -3.42 1.95 -0.42 -0.17
H -3.86 3.76 0.59 0.13
H -5.19 2.46 2.27 0.11
H -5.05 -0.14 1.53 0.09
H -3.52 -0.20 -0.72 0.09
H -2.82 2.36 -1.22 0.10
N -6.38 -2.34 0.02 0.00
C -7.11 -3.12 0.87 -0.15
C -6.98 -4.43 0.47 -0.09
C -6.14 -4.43 -0.68 -0.10
C -5.79 -3.13 -0.93 -0.16
H -6.30 -1.34 0.07 0.12
H -7.65 -2.69 1.69 0.11
H -7.43 -5.28 0.94 0.10
H -5.84 -5.29 -1.26 0.08
H -5.18 -2.69 -1.71 0.10
N -2.99 -4.76 -2.07 0.02
C -2.70 -6.09 -1.98 -0.15
C -1.91 -6.42 -3.06 -0.11
C -1.73 -5.23 -3.82 -0.12
C -2.41 -4.23 -3.18 -0.13
H -3.56 -4.25 -1.42 0.10
H -3.07 -6.69 -1.17 0.11
H -1.52 -7.40 -3.27 0.10
H -1.17 -5.13 -4.73 0.08
H -2.52 -3.19 -3.43 0.10
N -7.60 -8.46 -4.15 0.00
C -7.56 -8.80 -2.83 -0.14
C -6.41 -8.28 -2.30 -0.12
C -5.73 -7.60 -3.35 -0.11
C -6.49 -7.72 -4.48 -0.14
H -8.33 -8.71 -4.79 0.14
H -8.34 -9.39 -2.38 0.10
H -6.08 -8.38 -1.28 0.09
H -4.79 -7.07 -3.28 0.07
H -6.34 -7.36 -5.48 0.11
N -5.13 2.73 -4.44 0.01
C -4.48 2.67 -5.63 -0.13
C -3.20 3.12 -5.44 -0.11
C -3.09 3.48 -4.06 -0.12
C -4.30 3.22 -3.47 -0.16
H -6.09 2.45 -4.29 0.15
H -4.97 2.30 -6.52 0.11
H -2.44 3.20 -6.19 0.09
H -2.21 3.87 -3.57 0.08
H -4.63 3.34 -2.46 0.09
N 9.77 5.95 0.60 0.01
C 10.35 7.19 0.74 -0.14
C 9.61 8.08 0.02 -0.11
C 8.55 7.35 -0.59 -0.12
C 8.67 6.04 -0.21 -0.14
H 10.11 5.11 1.02 0.14
H 11.23 7.32 1.34 0.11
H 9.81 9.13 -0.08 0.09
H 7.78 7.74 -1.24 0.09
H 8.08 5.18 -0.44 0.08
N 5.85 -0.06 4.15 -0.01
C 6.24 -1.20 3.50 -0.13
C 7.12 -1.87 4.30 -0.10
C 7.27 -1.10 5.49 -0.13
C 6.47 0.01 5.37 -0.15
H 5.21 0.62 3.80 0.04
H 5.85 -1.44 2.52 0.11
H 7.60 -2.80 4.07 0.10
H 7.89 -1.33 6.34 0.10
H 6.29 0.83 6.04 0.10
N -11.88 -1.63 -0.48 0.00
C -10.84 -2.51 -0.53 -0.13
C -9.72 -1.81 -0.90 -0.11
C -10.11 -0.45 -1.07 -0.11
C -11.45 -0.37 -0.80 -0.15
H -12.83 -1.87 -0.24 0.14
H -10.97 -3.55 -0.31 0.11
H -8.73 -2.22 -1.04 0.07
H -9.48 0.37 -1.36 0.08
H -12.13 0.46 -0.82 0.10
N 1.77 -5.77 -4.48 0.01
C 2.83 -6.63 -4.49 -0.14
C 3.95 -5.90 -4.82 -0.11
C 3.54 -4.55 -5.01 -0.12
C 2.19 -4.51 -4.79 -0.15
H 0.82 -6.03 -4.26 0.11
H 2.71 -7.67 -4.27 0.11
H 4.95 -6.29 -4.92 0.09
H 4.16 -3.72 -5.28 0.09
H 1.49 -3.69 -4.83 0.10
N 5.86 -3.19 7.83 0.00
C 6.88 -4.06 8.07 -0.15
C 6.55 -4.81 9.17 -0.11
C 5.27 -4.37 9.61 -0.11
C 4.87 -3.37 8.76 -0.15
H 5.83 -2.52 7.08 0.11
H 7.76 -4.08 7.44 0.10
H 7.15 -5.58 9.61 0.09
H 4.71 -4.74 10.45 0.09
H 3.97 -2.78 8.74 0.10